[1]
Density functional theory data (ωB97M-V/def2-TZVPD) for a molecular structure, C40H59CuN4O3SSbSe.

```
110
C40H59CuN4O3SSbSe ωB97M-V/def2-TZVPD
Cu -0.20171 0.64244 0.57287
C 4.09851 1.32452 2.31697
C 2.67831 1.48917 1.82664
O 2.06960 0.57225 1.28555
N 2.15943 2.72329 2.02193
C 0.79516 3.10759 1.66257
C -0.18157 2.45314 2.61456
C -0.70297 3.13577 3.69970
C -1.44915 2.43522 4.63764
C -1.61425 1.07204 4.47867
C -1.10976 0.46917 3.33636
N -0.43093 1.14990 2.41607
H 4.47740 0.36566 1.97678
H 4.12885 1.34881 3.40665
H 4.72823 2.12613 1.93297
H 2.70870 3.38602 2.54144
H 0.60111 2.78068 0.63772
H 0.72079 4.19154 1.70874
H -0.53621 4.19957 3.79799
H -1.87208 2.95348 5.48776
H -2.13940 0.48228 5.21464
H -1.24084 -0.58561 3.15236
C 0.99416 -2.28147 4.72334
C 1.85583 -2.84013 3.59658
C 3.24235 -2.21433 3.66523
Sb 0.93444 -2.41871 1.60812
C 2.32319 -3.65473 0.40159
C 2.79304 -4.90679 1.12640
C 3.49613 -2.82923 -0.11728
C -0.54683 -4.05834 1.81031
C -0.94848 -4.61097 0.44826
C -1.78049 -3.56849 2.55804
H 1.51752 -2.36817 5.68142
H 0.04953 -2.81644 4.81635
H 0.77519 -1.22296 4.56066
H 1.93256 -3.92439 3.70753
H 3.16432 -1.13378 3.53679
H 3.90621 -2.60518 2.89356
H 3.70951 -2.40464 4.63728
H 1.71481 -3.94184 -0.45931
H 3.44824 -4.65425 1.96126
H 3.35967 -5.54695 0.44330
H 1.95453 -5.49042 1.50780
H 4.09359 -2.42364 0.70173
H 3.14308 -1.99810 -0.73053
H 4.15461 -3.45015 -0.73292
H -0.05933 -4.84362 2.39618
H -1.39023 -3.82224 -0.16292
H -1.68894 -5.40912 0.56312
H -0.09539 -5.02424 -0.08994
H -2.27843 -2.77415 2.00175
H -1.52927 -3.18080 3.54572
H -2.49741 -4.38437 2.69548
C -6.31023 -1.35637 0.81294
N -5.14581 -1.58168 -0.00482
C -5.08167 -2.28222 -1.19423
C -3.79705 -2.26010 -1.60000
N -3.07990 -1.54941 -0.66298
C -3.90263 -1.12946 0.32385
S -3.53702 -0.26335 1.70625
H -7.20985 -1.51230 0.22170
H -6.28196 -0.33532 1.19027
H -6.31212 -2.02770 1.67404
H -5.95079 -2.72553 -1.64360
H -3.33362 -2.69267 -2.46653
H -2.06508 -1.41015 -0.67880
C 3.19536 -1.32705 -6.64839
C 2.47257 -1.17284 -5.33931
C 1.28751 -1.84391 -5.08760
C 0.60266 -1.68993 -3.88892
C -0.70862 -2.40623 -3.70645
C 1.11603 -0.82704 -2.91157
C 2.31993 -0.13703 -3.15083
C 2.93735 0.81321 -2.15924
C 2.97573 -0.32952 -4.35867
C 0.36929 -0.59627 -1.62790
O -0.20402 -1.52198 -1.01755
O 0.34135 0.60888 -1.21767
H 2.74517 -2.11057 -7.25539
H 4.24360 -1.57556 -6.48040
H 3.16337 -0.39363 -7.21295
H 0.87966 -2.50341 -5.84538
H -0.84484 -3.15198 -4.48927
H -1.53137 -1.68875 -3.76906
H -0.75173 -2.89111 -2.73412
H 2.86841 0.43731 -1.14025
H 2.41934 1.77242 -2.18514
H 3.98537 0.98394 -2.40746
H 3.90324 0.20050 -4.54594
C -1.18340 7.79547 -2.64425
C -1.33523 6.41479 -2.06800
C -1.02561 5.28406 -2.80991
C -1.23120 3.99938 -2.32140
C -0.90288 2.82640 -3.19860
C -1.76433 3.83599 -1.03162
Se -2.27230 2.09476 -0.38302
C -2.03809 4.96985 -0.24528
C -2.62951 4.88083 1.13625
C -1.81895 6.23426 -0.77967
H -0.87925 7.75179 -3.68902
H -0.43935 8.37358 -2.09338
H -2.12932 8.33648 -2.58794
H -0.62810 5.40207 -3.81232
H -0.29943 3.13794 -4.05166
H -1.82240 2.36999 -3.57046
H -0.36195 2.06319 -2.64455
H -2.41138 3.92330 1.60280
H -3.71682 4.96844 1.07878
H -2.26195 5.69308 1.76593
H -2.06111 7.10074 -0.17275
```

2S+1: 2
Charge: 0
HOMO-LUMO gap (spin up / spin down) (eV): 7.188 / 5.988
ΔE to the lowest compared entry with this formula, charge and spin (kJ/mol): 47.7



[2]
Density functional theory data (ωB97M-V/def2-TZVPD) for a molecular structure, C38H28N4O5PdSSeTe.

```
79
C38H28N4O5PdSSeTe ωB97M-V/def2-TZVPD
Pd 1.12560 1.96545 -1.42545
C -7.72781 -4.71799 6.62483
O -7.71903 -3.32004 6.41633
C -6.78291 -2.82219 5.55682
C -6.79272 -1.44475 5.37858
C -5.88080 -0.84952 4.52564
C -4.93772 -1.60742 3.83477
C -4.94126 -2.98219 4.02220
C -5.85355 -3.59485 4.87288
C -3.95394 -1.01210 2.92603
N -3.14852 -1.68832 2.14766
C -2.40100 -0.74402 1.48394
C -2.76303 0.52045 1.87085
N -3.76143 0.33761 2.79574
C -2.16337 1.71201 1.36333
C -2.50333 3.02138 1.72672
C -1.83707 4.06413 1.13916
C -0.83217 3.80662 0.20171
N -0.50145 2.57261 -0.13756
C -1.14561 1.53259 0.41823
C -0.73862 0.20780 0.00142
N 0.27429 0.12796 -0.89778
C 0.68048 -1.07197 -1.28517
C 0.12124 -2.25384 -0.80204
C -0.90417 -2.19488 0.10499
C -1.35593 -0.94149 0.52217
H -8.52765 -4.91450 7.33316
H -6.78166 -5.06674 7.04552
H -7.92764 -5.26087 5.69786
H -7.52596 -0.85619 5.91485
H -5.92312 0.22589 4.39749
H -4.20918 -3.57292 3.48647
H -5.82210 -4.66848 4.99284
H -4.21376 1.06005 3.32547
H -3.28307 3.20412 2.45896
H -2.06972 5.09240 1.38094
H -0.30027 4.61967 -0.29936
H 1.47049 -1.08220 -2.02338
H 0.51105 -3.20077 -1.15116
H -1.36304 -3.08709 0.51251
C 3.84476 -0.58649 -7.47156
C 2.81027 0.33685 -7.56404
C 2.20533 0.82830 -6.41575
C 2.61753 0.42297 -5.14103
C 3.65214 -0.51730 -5.06649
C 4.25758 -1.01020 -6.21420
C 1.91117 0.97206 -3.96595
C 2.39314 1.22227 -2.74499
C 3.82431 1.09882 -2.39719
C 4.28695 0.22250 -1.41503
C 5.64576 0.09835 -1.15747
C 6.56220 0.87996 -1.84865
C 6.10583 1.79699 -2.78605
C 4.75092 1.90537 -3.05816
H 4.32204 -0.97079 -8.36566
H 2.47577 0.68202 -8.53579
H 1.40709 1.55849 -6.48956
H 3.98988 -0.85842 -4.09535
H 5.06133 -1.73267 -6.12337
H 0.88243 1.26495 -4.16283
H 3.57678 -0.34797 -0.82373
H 5.98148 -0.58376 -0.38663
H 7.62126 0.79894 -1.63192
H 6.80929 2.43871 -3.30478
H 4.38275 2.62572 -3.77876
Te 2.83712 2.35555 1.37619
C 3.13364 0.40246 2.11674
C 2.27236 -0.66770 2.20439
C 2.85488 -1.86031 2.72757
C 4.17106 -1.70874 3.04856
S 4.68001 -0.09992 2.70438
H 1.23928 -0.59039 1.92029
H 2.30984 -2.78920 2.85828
H 4.84692 -2.44475 3.45964
O -0.81939 3.84869 -3.06872
Se 0.50170 4.77842 -2.82372
O 0.21759 5.85234 -1.61978
O 1.72463 3.76554 -2.25331
O 1.06184 5.49693 -4.16380
```

2S+1: 1
Charge: -2
HOMO-LUMO gap (eV): 3.677
ΔE to the lowest compared entry with this formula, charge and spin (kJ/mol): 37.8



[3]
Density functional theory data (ωB97M-V/def2-TZVPD) for 2 unconnected molecules or ions with the total composition C3H9NO2.

```
15
C3H9NO2 ωB97M-V/def2-TZVPD
C -0.17897 1.69808 -0.04407
N 0.29511 0.38468 -0.40531
C -0.82179 -0.55450 -0.65447
C -0.21704 -1.62981 -1.50196
O 0.96262 -1.75722 -1.76124
H -1.27903 1.83658 0.03719
H 0.18517 1.94323 0.98254
H 0.01092 2.55179 -0.71603
H 0.89574 0.44957 -1.22126
H -1.75330 -0.07045 -1.03120
H -1.24200 -0.82330 0.34784
H -0.78701 -2.47524 -1.87883
H 1.92674 -0.01861 2.61124
H 0.78962 -1.00162 2.25347
O 1.21324 -0.53319 2.98209
```

2S+1: 1
Charge: 0
HOMO-LUMO gap (eV): 10.092
ΔE to the lowest compared entry with this formula, charge and spin (kJ/mol): 232.5



F_max across the listed records, respectively: 1.1, 0.5, 2.4 eV/A.
E_tot across the listed records, respectively: -181901.4973, -143012.6072, -8840.5455 eV.